# 1
Formula: C38H36F5N4O3Sr
Source: the Open Molecules 2025 dataset
Level of theory: wB97M-V/def2-TZVPD

Its frontier orbital gap is 6.2 eV. The calculation puts the HOMO energy at -4.05 eV. The multiplicity is 1. As for the energy relative to the best compared isomer or geometry (same formula, charge and spin): 0.00 kcal per mole. For the LUMO energy, the calculation gives 0.078 Eh. As for the total charge: -1.

```
87
Properties=species:S:1:pos:R:3:mulliken_charge:R:1
Sr 0.075 -0.559 1.092 1.9005
C 2.664 1.182 4.346 -0.5883
C 2.684 -0.175 5.036 -0.6844
N 2.191 -1.233 4.169 0.8288
C 3.207 -1.803 3.294 0.1165
C 4.257 -2.688 3.963 -1.4542
C 1.276 -2.193 4.770 -0.9256
C 0.135 -2.570 3.822 -0.8971
N -0.587 -1.397 3.398 0.0705
C -1.803 -1.081 3.814 -0.0737
C -2.324 0.183 3.402 0.2551
F -1.497 0.985 2.659 -0.3433
C -3.576 0.644 3.702 0.1449
F -3.948 1.859 3.239 -0.3394
C -4.465 -0.085 4.477 -0.6934
C -3.989 -1.302 4.928 0.1609
F -4.793 -2.068 5.699 -0.3440
C -2.734 -1.786 4.631 0.4402
F -2.410 -3.000 5.155 -0.3617
H 3.013 1.968 5.021 0.4755
H 3.303 1.190 3.463 -0.1503
H 1.646 1.426 4.034 0.0690
H 3.700 -0.383 5.405 0.2255
H 2.048 -0.129 5.922 0.4575
H 2.707 -2.378 2.508 0.2499
H 3.701 -0.981 2.770 -0.2585
H 3.814 -3.580 4.409 0.3330
H 4.997 -3.018 3.232 0.4784
H 4.795 -2.155 4.750 0.2534
H 1.788 -3.108 5.112 0.2356
H 0.836 -1.730 5.656 0.4487
H 0.581 -3.066 2.945 0.0764
H -0.481 -3.338 4.293 0.5234
H -5.457 0.272 4.702 0.4763
C -3.008 -0.407 -5.778 -1.6162
C -3.706 0.746 -5.070 0.3715
C -3.547 2.023 -5.884 -1.0334
C -4.035 3.238 -5.117 -1.0298
C -3.246 3.361 -3.849 0.8335
C -2.905 4.576 -3.303 -0.7854
C -2.185 4.624 -2.112 0.0717
F -1.879 5.845 -1.616 -0.3745
C -1.794 3.499 -1.448 -0.9598
C -2.133 2.249 -1.987 0.5734
C -1.718 1.031 -1.268 1.6582
O -0.905 1.143 -0.334 -0.9463
C -2.325 -0.183 -1.726 0.3527
C -2.961 -0.150 -2.932 -0.9375
N -3.164 0.935 -3.703 0.4085
C -2.840 2.182 -3.190 -0.5716
C -2.288 -1.561 -1.059 -0.3678
O -2.813 -2.489 -1.676 -0.8134
O -1.724 -1.625 0.072 -0.7458
H -3.340 -0.436 -6.818 0.4277
H -3.225 -1.377 -5.338 0.4904
H -1.926 -0.262 -5.759 0.3729
H -4.775 0.529 -4.963 0.1238
H -4.098 1.893 -6.818 0.4056
H -2.493 2.150 -6.148 0.3677
H -5.099 3.122 -4.881 0.3165
H -3.940 4.149 -5.710 0.4376
H -3.195 5.502 -3.783 0.4834
H -1.238 3.549 -0.523 0.5832
H -3.327 -1.100 -3.298 0.6619
C 0.956 -1.314 -4.492 -0.5805
C 0.342 -1.980 -3.436 -0.5352
C 0.782 -1.807 -2.137 -0.5257
C 1.838 -0.928 -1.819 -0.3231
C 2.462 -0.279 -2.907 -0.0613
C 2.025 -0.473 -4.205 -0.7320
N 2.127 -0.670 -0.503 0.3429
C 3.386 -0.226 -0.163 -0.7507
C 3.552 0.838 0.739 -0.3892
C 4.806 1.230 1.183 -0.4298
C 5.951 0.586 0.736 -0.6305
C 5.811 -0.455 -0.177 -0.5278
C 4.565 -0.852 -0.620 0.0403
H 0.623 -1.461 -5.513 0.4730
H -0.492 -2.651 -3.610 0.3862
H 0.291 -2.362 -1.345 0.5272
H 3.276 0.408 -2.711 0.4091
H 2.526 0.057 -5.009 0.3476
H 2.676 1.380 1.085 0.4654
H 4.882 2.057 1.880 0.4064
H 6.928 0.893 1.085 0.3772
H 6.693 -0.974 -0.539 0.3509
H 4.470 -1.674 -1.319 0.4947
```

---

# 2
Formula: C38H36N5O4S2Zn
Source: the Open Molecules 2025 dataset
Level of theory: wB97M-V/def2-TZVPD

Its frontier orbital gap is 5.5 eV. The calculation puts the HOMO energy at -3.25 eV. The multiplicity is 1. For the LUMO energy, the calculation gives 0.084 Eh. As for the total charge: -1.

```
86
Properties=species:S:1:pos:R:3:mulliken_charge:R:1
Zn 1.403 -0.064 1.124 0.1991
C -0.805 -3.693 0.762 -1.6440
C -0.356 -2.374 1.329 -0.0058
N 0.237 -1.532 0.527 1.8749
N 0.381 -1.796 -0.761 -1.2473
C 2.189 0.052 -0.706 0.7829
S 3.171 1.083 -1.504 -0.3479
S 3.590 -2.247 -2.148 -0.0492
C 3.180 -3.645 -1.022 0.8619
C 4.354 -3.948 -0.148 -0.3043
C 4.410 -3.431 1.143 -0.0917
C 5.510 -3.674 1.952 -0.8017
C 6.571 -4.432 1.476 -0.3356
C 6.521 -4.955 0.192 -0.5965
C 5.418 -4.715 -0.614 -0.2487
C -0.614 -1.961 2.717 -0.0703
C -1.729 -2.481 3.388 -0.9933
C -2.099 -2.092 4.665 -0.8560
C -1.339 -1.140 5.329 -0.5144
C -0.224 -0.612 4.708 -0.3702
C 0.185 -0.997 3.418 1.5406
O 1.305 -0.465 2.960 -1.0399
H -1.278 -3.525 -0.208 0.3106
H -1.479 -4.235 1.420 0.5504
H 0.070 -4.326 0.577 0.1602
H 2.905 -4.498 -1.643 0.4199
H 2.321 -3.323 -0.436 -0.8373
H 3.585 -2.830 1.510 0.4359
H 5.540 -3.265 2.954 0.4048
H 7.433 -4.616 2.106 0.3579
H 7.347 -5.547 -0.183 0.3523
H 5.378 -5.120 -1.619 0.3822
H -2.357 -3.197 2.872 0.2044
H -2.986 -2.513 5.124 0.3583
H -1.612 -0.814 6.326 0.3845
H 0.384 0.140 5.199 0.3952
C -4.003 1.011 -2.671 -1.1912
O -3.131 1.734 -1.827 0.0895
C -2.970 3.058 -2.043 1.0666
C -3.730 3.792 -2.942 -0.8622
C -3.588 5.170 -3.037 -0.7940
C -2.686 5.826 -2.220 -0.6824
C -1.907 5.097 -1.334 -0.6503
C -2.010 3.713 -1.243 0.1379
N -1.220 3.061 -0.287 0.2166
C -0.566 1.834 -0.273 -0.1789
N -0.288 1.352 -1.504 0.2028
C 0.300 0.250 -2.167 -1.8332
C 1.194 -0.805 -1.517 1.1073
C 1.868 -1.763 -2.568 -0.6303
C 1.750 -1.440 -4.009 -0.9778
C 0.871 -0.536 -4.437 -0.7088
C 0.140 0.291 -3.510 1.2942
O -0.689 1.288 -4.035 -0.4905
C -0.110 2.090 -5.056 -0.9765
N -0.199 1.337 0.870 0.6638
C -0.646 1.961 2.061 -0.8930
C 0.304 2.635 2.832 0.0406
C -0.030 3.288 4.004 -0.9352
C -1.349 3.278 4.435 -0.5104
C -2.299 2.595 3.700 -0.5957
C -1.971 1.919 2.525 0.9905
O -3.024 1.302 1.924 -0.5586
C -2.825 0.090 1.193 0.2649
H -3.870 -0.034 -2.405 0.2796
H -3.737 1.145 -3.721 0.3944
H -5.046 1.302 -2.509 0.3703
H -4.471 3.293 -3.552 0.4317
H -4.200 5.722 -3.738 0.4057
H -2.579 6.902 -2.273 0.3875
H -1.194 5.603 -0.694 0.4555
H -1.069 3.581 0.564 0.4516
H -0.653 1.958 -2.226 0.1567
H 1.321 -2.697 -2.407 0.3027
H 2.319 -2.055 -4.695 0.4376
H 0.710 -0.377 -5.496 0.2594
H -0.609 3.059 -5.019 0.2701
H -0.271 1.650 -6.045 0.3029
H 0.962 2.226 -4.896 0.3947
H 1.325 2.637 2.471 0.3717
H 0.736 3.796 4.577 0.3882
H -1.635 3.787 5.347 0.3668
H -3.327 2.541 4.033 0.4333
H -3.763 -0.460 1.278 0.3976
H -2.023 -0.511 1.615 -0.3282
H -2.625 0.287 0.141 -0.1572
```

---

# 3
Formula: C38H37BFeO5
Source: the Open Molecules 2025 dataset
Level of theory: wB97M-V/def2-TZVPD

Its frontier orbital gap (spin up / spin down) is 5.5 / 4.9 eV. The calculation puts the HOMO energy (spin up / spin down) at -4.85 / -7.10 eV. The multiplicity is 5. As for the energy relative to the best compared isomer or geometry (same formula, charge and spin): 0.00 kcal per mole. For the LUMO energy (spin up / spin down), the calculation gives 0.023 / -0.080 Eh.

```
82
Properties=species:S:1:pos:R:3:mulliken_charge:R:1
C 6.383 -0.603 -1.796 -1.2951
C 5.411 0.029 -0.917 0.4408
C 5.526 0.892 0.141 -1.1504
C 4.202 1.188 0.579 -1.0361
C 3.326 0.452 -0.190 1.0796
B 1.741 0.090 -0.104 0.5152
C 1.541 0.287 1.428 0.7187
C 1.225 -0.575 2.454 -0.2290
C 1.021 0.220 3.636 -1.2503
C 1.260 1.522 3.269 0.4973
C 1.276 2.778 3.983 -1.5767
O 1.572 1.573 1.934 -0.3765
C 1.528 1.359 -0.987 0.5926
C 1.972 1.805 -2.211 -0.8209
C 1.379 3.079 -2.455 -1.2446
C 0.560 3.334 -1.386 0.5983
C -0.373 4.402 -1.107 -1.4770
O 0.660 2.312 -0.485 0.3896
C 1.806 -1.314 -0.754 2.0083
C 1.398 -1.745 -1.987 -0.7921
C 1.965 -3.049 -2.201 -1.4356
C 2.686 -3.342 -1.069 0.4447
C 3.572 -4.427 -0.705 -1.3808
O 2.562 -2.311 -0.161 -0.4408
O 4.089 -0.236 -1.118 -0.4189
H 7.383 -0.459 -1.370 0.3923
H 6.199 -1.681 -1.897 0.2367
H 6.381 -0.146 -2.797 0.2639
H 6.453 1.272 0.560 0.4622
H 3.960 1.860 1.394 0.6280
H 1.120 -1.656 2.375 0.6825
H 0.749 -0.141 4.624 0.4512
H 0.726 2.659 4.921 0.4013
H 2.305 3.068 4.236 0.2939
H 0.819 3.586 3.400 0.2640
H 2.672 1.301 -2.869 0.6265
H 1.545 3.730 -3.308 0.4962
H 0.044 5.344 -1.485 0.5109
H -1.321 4.238 -1.644 0.0809
H -0.588 4.494 -0.038 0.2074
H 0.748 -1.190 -2.661 0.5936
H 1.884 -3.659 -3.097 0.4888
H 3.434 -5.254 -1.406 0.3965
H 4.619 -4.103 -0.774 0.1957
H 3.386 -4.789 0.310 0.2844
C -4.913 4.684 -1.484 -0.8412
O -4.193 4.272 -0.297 -0.4572
C -3.607 3.045 -0.267 0.6282
C -2.893 2.707 0.911 -0.8433
C -2.041 1.637 0.904 0.0431
C -1.897 0.802 -0.232 1.5389
C -1.018 -0.344 -0.208 -0.3777
C -1.588 -1.620 -0.553 1.6137
C -1.003 -2.918 -0.170 0.0084
C -1.824 -3.976 -0.684 -1.4850
C -2.995 -3.380 -1.302 -1.1276
C -2.874 -1.948 -1.196 -1.0246
Fe -2.805 -2.785 0.574 -0.4220
C -3.850 -1.639 1.804 -0.7200
C -2.608 -2.084 2.416 0.0134
C -2.591 -3.536 2.387 -0.9294
C -3.820 -3.990 1.765 -0.7026
C -4.600 -2.818 1.402 -0.9310
C -2.693 1.108 -1.366 -1.0327
C -3.567 2.174 -1.383 -0.7239
H -5.239 5.696 -1.249 0.2687
H -4.262 4.693 -2.369 0.3293
H -5.784 4.039 -1.663 0.3199
H -2.993 3.351 1.786 0.4382
H -1.480 1.390 1.807 0.3003
H -0.273 -0.376 0.583 -0.5993
H -0.035 -3.000 0.308 1.0695
H -1.579 -5.033 -0.665 0.5178
H -3.794 -3.909 -1.815 0.5317
H -3.552 -1.215 -1.616 0.7423
H -4.196 -0.610 1.743 0.5336
H -1.867 -1.447 2.891 0.5446
H -1.829 -4.171 2.830 0.4708
H -4.143 -5.024 1.669 0.4810
H -5.605 -2.824 0.985 0.4803
H -2.608 0.480 -2.251 0.6572
H -4.187 2.377 -2.261 0.3694
```

---

# 4
Formula: C38H37BGdN9O5
Source: the Open Molecules 2025 dataset
Level of theory: wB97M-V/def2-TZVPD

Its frontier orbital gap (spin up / spin down) is 7.1 / 3.4 eV. The calculation puts the HOMO energy (spin up / spin down) at -7.66 / -7.65 eV. The multiplicity is 8. For the LUMO energy (spin up / spin down), the calculation gives -0.022 / -0.156 Eh.

```
91
Properties=species:S:1:pos:R:3:mulliken_charge:R:1
Gd 0.321 -0.502 0.604 0.0161
C 2.096 1.553 3.755 -1.3864
C 2.355 2.031 2.370 0.4054
C 3.047 3.176 1.972 -1.8934
C 3.027 3.159 0.589 1.2003
C 3.652 4.186 -0.281 -1.3424
N 2.356 2.055 0.191 1.3782
N 1.942 1.367 1.295 0.4345
B 1.876 1.306 -1.095 -0.3441
N 2.769 0.044 -1.278 0.1561
N 2.247 -1.119 -0.804 0.0974
C 3.140 -2.081 -1.037 0.4626
C 2.886 -3.498 -0.661 -1.3613
C 4.260 -1.538 -1.672 -1.4984
C 3.984 -0.189 -1.808 1.0631
C 4.829 0.857 -2.438 -1.3195
N 1.408 1.884 -2.434 1.5681
N 0.303 1.173 -2.802 -0.6981
C -0.069 1.581 -3.998 0.4192
C -1.249 1.005 -4.699 -1.4173
C 0.799 2.587 -4.442 -1.0893
C 1.726 2.750 -3.433 0.7484
C 2.844 3.730 -3.472 -1.4547
H 3.040 1.360 4.264 0.4260
H 1.512 0.635 3.730 0.0922
H 1.555 2.309 4.319 0.2899
H 3.497 3.924 2.597 0.5134
H 4.112 4.934 0.357 0.4735
H 2.913 4.671 -0.912 0.1180
H 4.425 3.755 -0.911 0.2239
H 0.810 0.838 -0.718 -0.1863
H 1.851 -3.625 -0.337 0.0926
H 3.549 -3.795 0.152 0.2726
H 3.087 -4.147 -1.511 0.4255
H 5.142 -2.058 -1.986 0.5215
H 5.797 0.438 -2.696 0.4140
H 4.982 1.686 -1.751 0.1542
H 4.359 1.231 -3.346 0.2408
H -1.707 0.243 -4.072 0.2047
H -0.940 0.557 -5.643 0.3403
H -1.980 1.783 -4.916 0.3170
H 0.753 3.122 -5.369 0.5180
H 3.130 3.884 -4.512 0.4335
H 3.709 3.390 -2.914 0.1873
H 2.519 4.694 -3.077 0.2372
O -5.243 0.294 5.338 -0.6831
C -5.363 -0.274 4.268 0.2868
O -6.304 -0.759 3.648 -0.6869
C -4.017 -0.354 3.386 -0.2750
C -3.114 0.704 3.425 -1.2268
C -2.087 0.745 2.488 0.4118
N -1.867 -0.269 1.637 0.3285
C -2.764 -1.270 1.551 0.5738
C -3.882 -1.305 2.383 -1.0147
C -2.510 -2.217 0.450 0.8187
C -3.194 -3.426 0.317 -0.8331
C -2.920 -4.244 -0.764 -0.5775
C -1.990 -3.827 -1.706 -0.9838
C -1.365 -2.605 -1.517 0.0609
N -1.598 -1.821 -0.467 -0.0338
C -1.294 1.958 2.196 1.1652
C -1.129 3.034 3.069 -0.8171
C -0.531 4.191 2.598 -0.7250
C -0.185 4.272 1.256 -0.6108
C -0.387 3.160 0.457 -0.2681
N -0.873 2.015 0.920 -0.0264
H -3.264 1.481 4.157 0.4821
H -4.668 -2.034 2.270 0.5979
H -3.912 -3.727 1.063 0.3983
H -3.425 -5.192 -0.876 0.4552
H -1.756 -4.430 -2.568 0.4480
H -0.643 -2.230 -2.238 0.5218
H -1.461 2.959 4.093 0.4898
H -0.358 5.030 3.258 0.4357
H 0.229 5.176 0.841 0.4782
H -0.151 3.180 -0.599 0.4334
O 2.959 -2.313 4.392 -0.6976
C 2.149 -3.384 4.339 0.4003
C 2.331 -4.416 5.263 -0.6924
C 1.498 -5.517 5.257 -0.3607
C 0.482 -5.637 4.317 -0.8621
C 0.324 -4.649 3.371 -0.4743
C 1.135 -3.514 3.376 0.2114
C 0.898 -2.469 2.361 1.5187
O 1.367 -1.294 2.531 -0.9724
O 0.245 -2.731 1.321 -0.3327
H 2.645 -1.661 3.730 0.4402
H 3.120 -4.323 5.992 0.4563
H 1.641 -6.293 5.992 0.3893
H -0.182 -6.488 4.330 0.4257
H -0.435 -4.719 2.610 0.4721
```

---

no.,M (g/mol)
1,779.341
2,756.261
3,640.366
4,867.834